No. 1
15
Properties=species:S:1:pos:R:3:forces:R:3 method="wB97M-V/def2-TZVPD" homo_energy_ev="-4.7 / -9.9" homo_lumo_gap_ha="0.2078 / 0.2970" spin_multiplicity=3 s2=2.029
C -1.956876 0.028277 -0.290542 3.58 4.39 1.54
C -1.936932 -1.271181 -0.212329 -2.71 -4.79 -1.48
C -0.629572 0.444996 0.094352 -3.57 5.42 -1.16
C 0.164094 -0.689184 0.240324 4.98 -3.89 0.45
C -0.091746 1.876816 0.293406 2.33 -2.60 -1.19
O -0.667551 -1.769201 0.025029 0.75 -1.63 0.34
Si 2.215675 -0.937660 -0.026677 -3.54 -0.64 0.35
H -2.755192 0.696403 -0.329851 -1.23 0.71 -0.47
H -2.758107 -1.973742 -0.609096 1.77 0.86 0.99
H -0.604755 2.609598 -0.280515 -0.37 0.55 -0.46
H -0.079530 2.131572 1.312396 -0.37 0.45 1.67
H 1.064126 1.881658 0.066864 -2.29 0.12 -0.06
H 2.463033 0.368765 -0.522310 0.62 0.84 -0.99
H 2.314621 -2.238197 -0.701857 -0.04 0.12 -0.76
H 3.258705 -1.158915 0.940799 0.10 0.10 1.23

=====

No. 2
110
Properties=species:S:1:pos:R:3:forces:R:3 method="wB97M-V/def2-TZVPD" homo_energy_ev="-12.5 / -12.5" homo_lumo_gap_ha="0.2587 / 0.2532" spin_multiplicity=4 total_charge=+2 s2=3.808
Cr 0.683660 -0.466876 2.084604 0.15 0.18 -0.05
Br -3.293048 -2.292000 7.131548 -0.01 -0.01 0.02
C -2.210266 -1.795052 5.694054 0.04 0.03 -0.05
C -2.719379 -1.785736 4.403277 0.04 -0.01 -0.02
C -1.879345 -1.411276 3.373346 -0.03 -0.02 0.11
N -0.606435 -1.065688 3.579132 0.13 0.02 0.10
C -0.110728 -1.065534 4.830611 -0.01 0.00 0.02
C -0.889855 -1.424970 5.917427 -0.03 -0.01 -0.13
C 1.315330 -0.663652 4.946596 -0.02 0.03 0.08
C 1.997540 -0.641749 6.150562 0.10 0.03 -0.10
C 3.340201 -0.280998 6.152088 -0.12 -0.03 -0.04
Br 4.287857 -0.240482 7.758248 0.03 0.01 0.03
C 3.965667 0.031051 4.954055 -0.03 0.00 -0.03
C 3.214934 -0.015726 3.796353 0.07 0.02 0.03
N 1.920434 -0.338077 3.787982 -0.21 -0.04 -0.06
H -3.742829 -2.061002 4.197573 -0.02 -0.01 0.01
H -2.223595 -1.371272 2.349490 -0.03 -0.01 -0.02
H -0.495825 -1.425250 6.921060 0.01 0.00 0.02
H 1.512094 -0.907239 7.075609 -0.01 0.00 0.04
H 5.011609 0.295209 4.915785 0.02 0.00 0.02
H 3.660615 0.193860 2.832651 0.01 -0.01 0.02
C -5.661640 -4.866898 1.646110 -0.01 -0.02 0.00
C -4.346306 -4.296295 1.204952 -0.04 0.03 -0.01
C -4.312835 -3.103135 0.468629 0.04 -0.01 0.01
C -3.117601 -2.559768 0.048087 0.01 -0.04 0.03
C -1.932416 -3.220965 0.374228 -0.09 0.05 -0.02
C -1.932509 -4.392729 1.112314 -0.02 0.01 -0.01
C -3.149504 -4.928256 1.518028 0.05 0.02 -0.02
S -0.379838 -2.494133 -0.013634 0.06 -0.05 0.05
O -0.486051 -1.080954 0.598027 -0.19 0.17 -0.03
C -0.503811 -2.230229 -1.773284 -0.02 -0.07 -0.04
C -1.216893 -3.243195 -2.464465 0.03 0.04 -0.08
C -1.400039 -3.149427 -3.805329 0.01 0.00 0.07
C -0.929388 -2.018073 -4.510576 -0.05 -0.07 -0.03
C -1.202628 -1.881606 -5.893568 0.03 0.03 0.01
C -0.778512 -0.786473 -6.584262 0.00 -0.01 0.01
C -0.060701 0.222137 -5.910915 -0.03 0.00 0.01
C 0.228485 0.106910 -4.581815 -0.07 0.01 0.00
C -0.189912 -1.025263 -3.827236 0.01 0.07 0.03
C 0.095802 -1.172402 -2.420801 0.02 -0.12 -0.08
C 1.049018 -0.146748 -1.815991 0.08 -0.06 -0.05
C 3.236663 -0.555720 -1.460958 0.00 0.00 0.00
C 4.069990 -1.784312 -1.464644 0.08 -0.03 0.00
C 5.399491 -1.726991 -1.492259 -0.05 0.02 -0.01
C 6.118524 -0.446761 -1.499811 -0.02 0.02 0.00
C 5.478694 0.720807 -1.478824 0.02 -0.05 0.00
C 3.996644 0.790137 -1.472352 0.01 -0.02 0.01
C 3.335805 1.862657 -0.581655 0.03 0.05 0.09
C 1.016273 2.333122 -1.649092 -0.02 -0.12 0.00
C 0.360702 1.177119 -1.624060 0.06 0.24 -0.01
S -1.400841 1.182043 -1.171897 0.00 -0.01 0.13
O -1.425648 1.638572 0.252328 -0.02 0.01 0.00
C -1.933492 2.568076 -2.150834 -0.15 0.05 0.03
C -2.308302 2.368753 -3.471782 0.06 0.01 0.03
C -2.755675 3.447507 -4.214680 0.01 0.03 0.00
C -2.857702 4.717967 -3.649949 -0.02 -0.04 -0.03
C -3.383659 5.874460 -4.448049 0.02 0.03 -0.03
C -2.500786 4.882946 -2.314486 0.04 -0.02 0.08
C -2.046596 3.815272 -1.555418 -0.01 0.00 -0.11
H -6.374959 -4.875066 0.822827 -0.01 0.00 -0.01
H -6.096045 -4.261970 2.443705 -0.01 0.02 0.01
H -5.551070 -5.883348 2.016401 0.00 -0.01 0.01
H -5.242948 -2.610603 0.216358 -0.03 0.02 -0.01
H -3.091214 -1.641129 -0.525381 0.00 0.03 -0.01
H -1.000519 -4.877622 1.371094 0.04 -0.03 0.01
H -3.164798 -5.850499 2.082418 0.01 -0.03 0.02
H -1.612316 -4.091462 -1.925158 -0.02 -0.01 0.01
H -1.929412 -3.926200 -4.340454 -0.02 -0.01 -0.01
H -1.757935 -2.666355 -6.388651 -0.03 -0.03 -0.02
H -0.993181 -0.684690 -7.638617 0.00 0.00 -0.03
H 0.261053 1.101851 -6.451524 0.01 0.02 -0.01
H 0.758813 0.915496 -4.104774 -0.01 0.03 0.01
H 3.561083 -2.741551 -1.444100 -0.03 -0.03 0.00
H 5.982185 -2.637216 -1.500218 0.02 -0.04 0.00
H 7.199183 -0.471078 -1.518178 0.04 0.00 0.00
H 6.030688 1.653256 -1.479993 0.02 0.05 0.00
H 4.044889 2.611974 -0.223996 0.00 -0.01 0.00
H 0.474941 3.261599 -1.507321 0.00 0.04 -0.02
H -2.251557 1.384644 -3.919385 0.01 -0.06 -0.01
H -3.043556 3.301491 -5.247692 -0.01 -0.01 -0.03
H -3.281879 5.697941 -5.516906 -0.01 0.00 -0.02
H -2.856923 6.794832 -4.200751 0.00 0.02 0.01
H -4.441632 6.034764 -4.236708 -0.03 0.00 0.01
H -2.588156 5.861688 -1.859652 -0.01 0.02 0.01
H -1.791159 3.929520 -0.510281 -0.02 0.00 0.04
N 2.319708 2.320824 1.548488 0.11 0.01 0.03
C 1.161419 2.609951 2.290141 0.06 0.07 -0.02
C 1.002851 3.930646 2.714898 -0.04 -0.06 -0.01
C -0.145508 4.273131 3.389266 -0.05 -0.07 0.00
C -1.114338 3.296144 3.603293 0.05 0.01 -0.02
C -0.861013 2.021167 3.160697 -0.09 0.03 0.01
N 0.275060 1.658314 2.540216 -0.04 -0.01 -0.09
C 2.488167 1.388341 0.555561 -0.01 0.01 -0.06
C 2.494445 2.378368 -1.817375 0.02 0.06 0.02
C 3.128925 1.263596 -2.680519 0.01 -0.02 -0.05
C 2.380180 -0.089204 -2.663547 0.06 0.00 0.00
C 1.968016 -0.595724 -0.596434 0.00 -0.14 0.04
N 1.916810 0.236306 0.598497 -0.04 0.01 0.12
H 2.905752 3.133033 1.426804 -0.01 -0.02 0.01
H 1.763070 4.668516 2.496927 0.02 0.01 -0.01
H -0.295792 5.288440 3.727512 -0.01 0.03 0.01
H -2.045215 3.520667 4.100692 -0.02 0.01 0.01
H -1.596045 1.241978 3.293362 -0.02 -0.01 0.01
H 2.831452 3.371250 -2.109248 -0.03 -0.02 0.00
H 3.560908 1.566447 -3.630641 -0.01 0.01 0.00
H 2.376947 -0.646694 -3.593501 0.02 -0.01 0.01
H 1.791244 -1.627310 -0.297501 0.03 0.09 -0.03
F 1.074378 -3.420428 2.829419 -0.08 -0.10 0.09
B 1.613476 -2.380238 2.186533 0.07 -0.16 0.03
F 2.850131 -2.603482 1.741286 0.15 0.00 -0.09

=====

Copy entry 1 word for word.
15
Properties=species:S:1:pos:R:3:forces:R:3 method="wB97M-V/def2-TZVPD" homo_energy_ev="-4.7 / -9.9" homo_lumo_gap_ha="0.2078 / 0.2970" spin_multiplicity=3 s2=2.029
C -1.956876 0.028277 -0.290542 3.58 4.39 1.54
C -1.936932 -1.271181 -0.212329 -2.71 -4.79 -1.48
C -0.629572 0.444996 0.094352 -3.57 5.42 -1.16
C 0.164094 -0.689184 0.240324 4.98 -3.89 0.45
C -0.091746 1.876816 0.293406 2.33 -2.60 -1.19
O -0.667551 -1.769201 0.025029 0.75 -1.63 0.34
Si 2.215675 -0.937660 -0.026677 -3.54 -0.64 0.35
H -2.755192 0.696403 -0.329851 -1.23 0.71 -0.47
H -2.758107 -1.973742 -0.609096 1.77 0.86 0.99
H -0.604755 2.609598 -0.280515 -0.37 0.55 -0.46
H -0.079530 2.131572 1.312396 -0.37 0.45 1.67
H 1.064126 1.881658 0.066864 -2.29 0.12 -0.06
H 2.463033 0.368765 -0.522310 0.62 0.84 -0.99
H 2.314621 -2.238197 -0.701857 -0.04 0.12 -0.76
H 3.258705 -1.158915 0.940799 0.10 0.10 1.23